Entry 1:
ORCA calculation (wB97M-V/def2-TZVPD) on 2 unconnected molecules or ions with the total composition C10H16O.

Last column: natural (NBO) charge in e.
Atoms and positions in Å:
C: -3.175 1.927 -0.958  -0.64
C: -1.745 1.584 -1.221  -0.06
C: -1.233 0.267 -1.306  -0.18
C: 0.051 0.015 -1.742  -0.31
C: 0.906 1.059 -2.256  0.32
O: 2.117 0.945 -2.904  -0.66
C: 0.448 2.358 -2.159  -0.29
C: -0.785 2.550 -1.496  -0.17
H: -3.216 3.041 -1.001  0.21
H: -3.465 1.608 0.057  0.23
H: -3.799 1.746 -1.829  0.23
H: -1.821 -0.593 -1.040  0.21
H: 0.514 -0.889 -1.477  0.21
H: 2.192 -0.017 -3.034  0.48
H: 1.120 3.186 -2.217  0.22
H: -1.086 3.607 -1.315  0.20
C: 0.101 -2.622 2.531  -0.62
C: 1.111 -1.518 2.779  -0.41
C: 2.300 -1.780 1.857  -0.60
H: -0.809 -2.525 3.125  0.22
H: 0.112 -2.802 1.448  0.21
H: 0.327 -3.636 2.972  0.20
H: 1.375 -1.387 3.836  0.20
H: 0.656 -0.535 2.557  0.20
H: 3.007 -0.929 1.723  0.21
H: 1.913 -2.014 0.876  0.19
H: 2.884 -2.643 2.197  0.20

Cartesian forces, eV/Å:
C 0.695 1.983 0.402
C 1.542 -1.130 -0.821
C -0.267 0.756 -0.103
C 1.585 1.939 -0.592
C -1.312 0.534 -0.118
O -0.710 -1.893 0.730
C -1.239 -0.701 2.357
C -0.566 1.858 -0.864
H 0.032 -0.517 0.624
H -0.584 -0.154 -0.822
H -0.370 -1.077 0.372
H -0.275 -0.118 0.281
H 0.349 -1.555 -0.336
H 0.605 0.429 -0.210
H 0.288 0.385 -0.666
H 0.239 -0.757 -0.202
C 0.347 -1.663 1.252
C 0.055 0.532 0.125
C 0.858 0.713 0.389
H -0.673 0.801 -1.037
H -1.188 0.156 0.313
H 0.966 0.832 -0.457
H 0.224 -0.460 -0.141
H 0.047 -0.415 -0.327
H -0.541 -0.477 0.305
H -0.008 -0.082 -0.411
H -0.101 0.081 -0.043

HOMO   -8.4 eV
SMILES   Cc1ccc(O)cc1.CCC
Orbital gap   9.219 eV
Multiplicity   1
Net charge   0
Relative energy (zero: lowest compared OMol25 entry of this formula, charge and spin)   2.031 eV
LUMO   0.030 Eh
Electronic energy   -12675.6943 eV

Entry 2:
ORCA calculation (wB97M-V/def2-TZVPD) on 2 unconnected molecules or ions with the total composition C10H16O.

Last column: natural (NBO) charge in e.
Atoms and positions in Å:
C: 0.431 0.685 2.889  -0.61
C: -0.008 -0.004 1.580  -0.42
C: -0.188 0.999 0.514  -0.08
C: -0.647 2.319 0.725  -0.17
C: -0.905 3.282 -0.247  -0.32
C: -0.334 2.933 -1.461  0.30
O: -0.410 3.743 -2.503  -0.66
C: 0.277 1.689 -1.780  -0.28
C: 0.203 0.663 -0.809  -0.16
H: 0.678 1.689 2.628  0.21
H: 1.385 0.377 3.262  0.21
H: -0.248 0.701 3.670  0.21
H: 0.753 -0.718 1.300  0.21
H: -0.936 -0.583 1.723  0.21
H: -1.085 2.655 1.721  0.21
H: -1.510 4.195 -0.166  0.22
H: -0.648 4.650 -2.206  0.48
H: 0.711 1.625 -2.809  0.23
H: 0.504 -0.349 -1.126  0.21
C: -0.377 -3.519 -0.625  -0.61
C: 0.967 -4.077 -1.083  -0.62
H: -0.425 -2.404 -0.888  0.20
H: -1.328 -4.065 -1.089  0.21
H: -0.696 -3.622 0.416  0.21
H: 0.960 -5.108 -0.821  0.20
H: 1.888 -3.728 -0.649  0.21
H: 0.991 -4.028 -2.166  0.21

Cartesian forces, eV/Å:
C 1.209 0.074 -1.563
C -0.423 -0.282 1.520
C 0.241 1.061 -2.196
C -2.151 0.337 2.273
C 1.205 -1.586 -0.834
C 0.293 -1.289 -0.212
O -0.252 2.737 -1.473
C -0.787 0.080 0.907
C 0.408 1.287 -0.753
H -0.165 0.980 0.025
H 0.495 -0.987 0.306
H -1.487 -0.119 1.415
H 0.139 -0.241 -0.283
H 0.248 0.152 0.077
H 0.907 -1.028 -0.949
H 0.507 -0.443 0.418
H 0.199 -0.932 -0.408
H -0.569 -0.326 1.112
H 0.006 0.530 0.606
C -2.241 1.116 -0.810
C -1.157 -0.632 -0.029
H -0.330 -1.550 0.376
H 2.256 1.145 0.170
H 0.946 0.132 0.232
H 0.120 -1.214 0.001
H 0.047 0.881 0.219
H 0.337 0.114 -0.145

HOMO   -8.0 eV
SMILES   CCc1ccc(O)cc1.CC
Orbital gap   8.904 eV
Multiplicity   1
Net charge   0
Relative energy (zero: lowest compared OMol25 entry of this formula, charge and spin)   2.182 eV
LUMO   0.032 Eh
Electronic energy   -12675.5424 eV

Entry 3:
ORCA calculation (wB97M-V/def2-TZVPD) on 2 unconnected molecules or ions with the total composition C10H16O.

Last column: natural (NBO) charge in e.
Atoms and positions in Å:
C: 0.855 1.841 -0.946  -0.63
C: -0.450 1.395 -0.344  -0.04
C: -1.559 1.382 -1.217  -0.18
C: -2.842 1.253 -0.730  -0.26
C: -2.984 0.803 0.595  0.29
O: -4.281 0.775 1.060  -0.68
C: -1.901 0.631 1.420  -0.28
C: -0.615 0.877 0.919  -0.20
H: 0.993 1.476 -1.958  0.22
H: 1.717 1.614 -0.313  0.21
H: 0.817 2.934 -1.026  0.22
H: -1.315 1.318 -2.267  0.21
H: -3.774 1.554 -1.195  0.23
H: -4.313 0.390 1.949  0.48
H: -2.014 0.259 2.435  0.21
H: 0.203 0.876 1.628  0.21
C: 3.163 -1.361 -0.373  -0.61
C: 1.933 -1.482 0.508  -0.41
C: 0.804 -2.341 -0.057  -0.60
H: 3.866 -2.149 -0.139  0.21
H: 3.596 -0.374 -0.198  0.21
H: 2.956 -1.413 -1.434  0.21
H: 2.150 -1.844 1.515  0.19
H: 1.428 -0.580 0.813  0.20
H: 0.467 -2.021 -1.042  0.20
H: 1.133 -3.375 -0.222  0.19
H: -0.035 -2.437 0.620  0.21

Cartesian forces, eV/Å:
C 0.065 0.602 0.678
C -0.054 -1.246 -1.179
C 0.273 -0.164 0.372
C -0.073 -0.476 1.087
C -0.750 1.383 -0.013
O 0.066 -0.496 0.219
C 0.670 -0.799 -0.167
C -0.523 1.263 0.817
H 0.112 -0.285 -0.092
H -0.085 -0.183 -0.188
H 0.118 -0.090 -0.029
H -0.353 0.973 -0.350
H 0.253 -0.500 -0.655
H 0.107 0.175 -0.333
H -0.095 0.132 -0.041
H 0.142 -0.181 -0.078
C -0.231 0.713 0.499
C -1.345 -0.629 0.558
C 0.603 -1.082 -0.355
H 0.320 -0.041 0.024
H 0.453 -0.203 -0.013
H -0.340 -0.072 -0.238
H 0.578 -0.514 -0.104
H 0.356 0.979 -0.661
H -0.145 0.393 0.071
H 0.167 0.027 0.051
H -0.291 0.321 0.118

HOMO   -8.3 eV
SMILES   Cc1ccc(O)cc1.CCC
Orbital gap   9.218 eV
Multiplicity   1
Net charge   0
Relative energy (zero: lowest compared OMol25 entry of this formula, charge and spin)   1.453 eV
LUMO   0.032 Eh
Electronic energy   -12676.2722 eV

Entry 4:
ORCA calculation (wB97M-V/def2-TZVPD) on 2 unconnected molecules or ions with the total composition C10H16O.

Last column: natural (NBO) charge in e.
Atoms and positions in Å:
C: -1.456 3.224 -1.192  -0.60
C: -0.401 2.628 -0.120  -0.41
C: -0.251 1.315 -0.755  -0.05
C: -1.079 0.308 -0.296  -0.21
C: -1.075 -0.886 -0.921  -0.26
C: 0.034 -1.282 -1.857  0.30
O: 0.305 -2.599 -2.263  -0.70
C: 0.921 -0.360 -2.271  -0.28
C: 0.722 0.968 -1.731  -0.20
H: -1.605 4.260 -0.960  0.20
H: -2.420 2.741 -1.412  0.22
H: -0.958 3.316 -2.085  0.21
H: 0.618 3.051 -0.061  0.22
H: -0.768 2.499 0.921  0.21
H: -1.897 0.406 0.442  0.22
H: -1.692 -1.687 -0.551  0.20
H: 0.016 -3.283 -1.540  0.48
H: 1.736 -0.568 -2.989  0.23
H: 1.564 1.632 -2.159  0.21
C: 0.565 -2.485 2.374  -0.63
C: 1.282 -1.435 3.115  -0.59
H: 0.110 -2.206 1.390  0.21
H: 1.267 -3.362 2.200  0.21
H: -0.404 -2.754 2.919  0.20
H: 1.609 -1.848 4.167  0.21
H: 0.947 -0.477 3.158  0.21
H: 2.312 -1.115 2.479  0.18

Cartesian forces, eV/Å:
C 0.410 1.362 2.778
C -0.969 -0.034 -1.214
C 2.530 -1.604 -0.286
C -1.535 -0.431 -0.432
C 2.984 -3.099 -1.821
C -1.965 -1.254 1.840
O -1.524 -1.183 2.193
C -0.373 2.577 0.393
C 1.473 0.045 -0.776
H -0.753 0.767 0.423
H 0.569 -0.292 0.819
H 1.353 -0.315 -2.290
H -0.841 0.791 -0.338
H -0.080 0.321 -0.781
H 0.810 0.587 -0.269
H -0.322 -0.218 -0.112
H 0.627 2.158 -1.999
H -0.578 0.059 0.684
H -1.819 -0.248 1.212
C -2.091 -1.571 -0.911
C 5.702 -1.383 -0.002
H 0.947 0.208 0.498
H -1.288 0.822 0.356
H 1.493 -0.291 -0.315
H -0.518 1.114 -2.007
H -2.093 2.468 0.588
H -2.147 -1.356 1.767

HOMO   -8.2 eV
SMILES   CCc1ccc(O)cc1.CC
Orbital gap   8.985 eV
Multiplicity   1
Net charge   0
Relative energy (zero: lowest compared OMol25 entry of this formula, charge and spin)   3.395 eV
LUMO   0.029 Eh
Electronic energy   -12674.3301 eV

Entry 5:
ORCA calculation (wB97M-V/def2-TZVPD) on 2 unconnected molecules or ions with the total composition C10H16O.

Last column: natural (NBO) charge in e.
Atoms and positions in Å:
C: -0.666 0.622 2.384  -0.22
C: -1.471 -0.508 2.234  -0.24
C: -2.292 -0.636 1.113  -0.17
C: -2.307 0.366 0.142  -0.24
C: -1.502 1.495 0.292  -0.21
C: -0.682 1.624 1.413  -0.22
H: -0.020 0.723 3.267  0.22
H: -1.459 -1.296 2.998  0.22
H: -2.925 -1.525 0.995  0.21
H: -2.953 0.265 -0.741  0.22
H: -1.515 2.284 -0.472  0.22
H: -0.049 2.513 1.531  0.22
C: 2.766 0.704 0.267  -0.61
C: 1.866 0.646 -0.966  -0.41
C: 1.051 -0.631 -0.999  -0.06
O: 0.237 -0.631 -2.160  -0.54
C: -0.544 -1.804 -2.238  -0.25
H: 2.159 0.663 1.187  0.21
H: 3.350 1.640 0.273  0.21
H: 3.467 -0.148 0.270  0.20
H: 1.169 1.507 -0.974  0.21
H: 2.475 0.698 -1.889  0.20
H: 1.720 -1.513 -1.011  0.16
H: 0.415 -0.703 -0.096  0.17
H: -1.151 -1.745 -3.157  0.19
H: 0.085 -2.708 -2.290  0.16
H: -1.223 -1.898 -1.373  0.17

Cartesian forces, eV/Å:
C 0.093 0.004 0.124
C 0.016 -0.129 0.123
C -0.087 -0.101 -0.019
C -0.100 0.010 -0.114
C -0.023 0.119 -0.095
C 0.052 0.118 0.006
H -0.309 -0.049 -0.418
H -0.005 0.381 -0.367
H 0.298 0.421 0.060
H 0.330 0.052 0.415
H 0.012 -0.398 0.358
H -0.294 -0.422 -0.059
C 0.046 0.076 0.011
C 0.001 0.212 -0.247
C -0.083 -0.012 0.081
O -0.035 -0.245 0.154
C -0.256 -0.023 -0.307
H 0.276 0.005 -0.274
H -0.176 -0.400 0.080
H -0.195 0.323 0.085
H 0.322 -0.366 -0.046
H -0.281 0.041 0.375
H -0.131 0.164 0.006
H 0.155 0.005 -0.193
H 0.275 0.000 0.372
H -0.087 0.183 0.030
H 0.184 0.031 -0.140

HOMO   -9.4 eV
SMILES   c1ccccc1.CCCOC
Orbital gap   10.465 eV
Multiplicity   1
Net charge   0
Relative energy (zero: lowest compared OMol25 entry of this formula, charge and spin)   1.225 eV
LUMO   0.039 Eh
Electronic energy   -12676.4996 eV

Entry 6:
ORCA calculation (wB97M-V/def2-TZVPD) on 2 unconnected molecules or ions with the total composition C10H16O.

Last column: natural (NBO) charge in e.
Atoms and positions in Å:
C: 0.027 3.145 0.157  -0.64
C: -1.162 1.265 -2.937  -0.17
C: -1.553 0.090 -2.335  0.44
C: -0.889 2.314 -2.130  -0.21
C: -0.855 2.206 -0.778  0.23
C: -1.691 0.028 -0.940  -0.23
C: -1.293 0.988 -0.122  -0.16
O: -1.909 -0.886 -3.209  -0.55
H: -1.025 1.296 -4.014  0.27
H: -0.697 3.291 -2.667  0.26
H: -1.946 -0.971 -0.705  0.23
H: -2.137 -1.771 -2.721  0.52
H: -0.573 3.875 0.672  0.26
H: 0.668 3.821 -0.440  0.24
H: -1.279 1.000 0.969  0.27
H: 0.669 2.694 0.701  0.23
C: 1.601 -2.489 2.273  -0.41
C: 0.843 -1.188 2.735  -0.63
C: 1.842 -2.599 0.727  -0.63
H: 2.583 -2.511 2.940  0.21
H: 0.956 -3.313 2.797  0.22
H: 0.088 -1.007 3.555  0.24
H: 0.342 -0.706 1.775  0.15
H: 0.864 -2.855 0.326  0.20
H: 2.333 -1.727 0.214  0.21
H: 1.776 -0.586 2.838  0.22
H: 2.416 -3.405 0.322  0.23

Cartesian forces, eV/Å:
C -4.508 3.530 -6.301
C 0.486 0.648 -1.156
C -1.139 -1.308 -1.909
C 0.100 2.792 -3.162
C 2.331 0.238 4.481
C -0.065 -2.665 -0.585
C 0.143 2.247 0.148
O 0.214 -1.068 2.946
H -0.245 0.151 0.132
H 0.183 -1.138 1.051
H -0.550 -0.808 1.409
H 0.431 2.170 -1.179
H -0.575 -0.118 0.695
H -0.428 -0.408 -0.345
H -0.101 -0.522 -0.399
H 3.743 -3.762 4.200
C -0.034 -1.481 3.198
C 0.844 2.259 -3.059
C -0.649 0.586 0.620
H -1.794 -0.073 -1.738
H 1.348 0.627 -1.825
H 1.264 -1.136 -0.594
H 0.724 -0.940 1.673
H -0.307 0.671 -0.458
H -0.916 -0.275 0.866
H -1.287 0.717 0.585
H 0.787 -0.936 0.706

HOMO (alpha / beta)   -13.2 / -13.2 eV
Orbital gap (alpha / beta)   9.327 / 5.551 eV
Multiplicity   2
Net charge   +1
Relative energy (zero: lowest compared OMol25 entry of this formula, charge and spin)   2.921 eV
LUMO (alpha / beta)   -0.142 / -0.281 Eh
Electronic energy   -12666.2581 eV

Entry 7:
ORCA calculation (wB97M-V/def2-TZVPD) on 2 unconnected molecules or ions with the total composition C10H16O2.

Last column: natural (NBO) charge in e.
Atoms and positions in Å:
C: 2.193 -3.354 -0.261  -0.60
C: 1.734 -1.880 -0.751  -0.40
C: 0.542 -1.305 -0.083  -0.09
C: 0.846 -0.527 1.056  -0.17
C: -0.116 0.217 1.636  -0.32
C: -1.391 -0.101 1.230  0.33
O: -2.484 0.275 2.009  -0.71
C: -1.836 -0.856 0.116  -0.28
C: -0.814 -1.369 -0.588  -0.17
H: 2.951 -3.254 0.484  0.20
H: 2.520 -3.761 -1.128  0.21
H: 1.363 -3.901 0.169  0.21
H: 2.637 -1.079 -0.786  0.21
H: 1.467 -2.016 -1.888  0.20
H: 1.859 -0.578 1.422  0.21
H: 0.204 0.508 2.657  0.23
H: -2.438 0.693 2.832  0.49
H: -2.837 -1.174 -0.106  0.24
H: -1.094 -2.007 -1.505  0.22
C: -0.734 1.904 -1.450  -0.66
C: 0.249 2.802 -0.636  -0.08
O: 1.212 3.422 -1.617  -0.74
H: -0.324 1.560 -2.434  0.22
H: -1.578 2.317 -1.931  0.21
H: -0.986 1.024 -0.908  0.22
H: -0.383 3.670 -0.267  0.18
H: 0.762 2.264 0.163  0.18
H: 2.014 2.972 -1.525  0.46

Cartesian forces, eV/Å:
C -1.701 3.538 1.435
C 1.322 -0.535 -2.833
C -0.402 1.234 -0.007
C 0.532 -1.675 -2.794
C -0.146 -1.008 2.040
C -3.673 0.998 1.863
O -0.987 -1.091 -2.573
C 1.290 0.739 1.725
C 2.502 -2.529 -1.636
H 0.658 -0.140 0.421
H 1.339 -1.900 -2.263
H -0.230 -0.043 -0.125
H -1.950 -2.074 0.327
H 0.493 0.289 1.989
H 0.163 0.262 0.078
H -1.162 0.772 -0.680
H 1.251 0.957 1.690
H -0.399 0.659 0.297
H 0.933 1.011 1.381
C 2.098 -0.612 -1.036
C -1.151 1.625 -2.614
O -2.759 0.419 1.389
H 0.860 -0.089 1.038
H -1.434 1.340 0.619
H -0.387 -0.280 0.250
H 1.155 -0.980 0.061
H -0.095 0.182 -0.211
H 1.880 -1.070 0.170

HOMO   -8.2 eV
SMILES   CCc1ccc(O)cc1.CCO
Orbital gap   8.977 eV
Multiplicity   1
Net charge   0
Relative energy (zero: lowest compared OMol25 entry of this formula, charge and spin)   2.904 eV
LUMO   0.028 Eh
Electronic energy   -14721.5715 eV

Entry 8:
ORCA calculation (wB97M-V/def2-TZVPD) on 2 unconnected molecules or ions with the total composition C10H16O2.

Last column: natural (NBO) charge in e.
Atoms and positions in Å:
C: 2.977 2.644 -1.092  -0.67
C: 2.273 1.746 -2.024  -0.17
C: 0.935 1.509 -1.983  -0.21
C: -0.094 2.291 -1.219  0.01
C: -1.408 2.462 -1.835  -0.10
O: -1.220 1.616 -0.714  -0.49
H: 4.048 2.689 -1.390  0.22
H: 3.002 2.318 -0.035  0.22
H: 2.502 3.639 -1.078  0.22
H: 2.875 1.251 -2.789  0.21
H: 0.497 0.711 -2.594  0.21
H: 0.282 3.100 -0.568  0.19
H: -2.011 3.359 -1.670  0.18
H: -1.636 1.952 -2.779  0.18
C: -2.166 -0.504 1.535  -0.67
C: -0.668 -0.431 1.486  -0.04
C: 0.188 -1.459 1.413  -0.36
C: -0.229 -2.882 1.476  0.53
C: 0.737 -4.020 1.301  -0.71
O: -1.414 -3.118 1.639  -0.56
H: -2.603 0.507 1.466  0.21
H: -2.517 -0.934 2.495  0.24
H: -2.590 -1.105 0.702  0.24
H: -0.226 0.578 1.447  0.20
H: 1.241 -1.278 1.282  0.20
H: 1.490 -4.014 2.103  0.23
H: 0.197 -4.982 1.320  0.24
H: 1.256 -3.914 0.333  0.23

Cartesian forces, eV/Å:
C 1.125 0.875 0.510
C -2.197 -0.931 -0.048
C 0.856 -0.027 -0.174
C 1.488 0.543 -0.134
C -0.660 0.266 -0.476
O -0.399 -0.499 0.227
H -0.713 0.474 0.200
H -0.270 -0.192 -0.495
H 0.543 -0.142 -0.077
H -0.242 -0.191 0.367
H 0.215 0.389 -0.059
H -0.225 -0.441 -0.323
H 0.264 -0.171 0.133
H 0.201 0.069 0.331
C -0.621 0.387 0.232
C 0.203 0.215 -0.326
C 0.252 -0.361 0.049
C -1.273 0.335 -0.106
C 0.430 -0.219 -0.133
O 0.073 -0.456 0.096
H 0.311 -0.342 -0.039
H 0.203 -0.015 -0.612
H 0.381 0.201 0.639
H -0.281 -0.555 0.007
H 0.296 0.216 0.104
H -0.102 0.035 -0.274
H 0.186 0.580 0.014
H -0.042 -0.045 0.366

HOMO   -9.2 eV
SMILES   C/C=C\[C@H]1CO1.C/C=C\C(C)=O
Orbital gap   10.010 eV
Multiplicity   1
Net charge   0
Relative energy (zero: lowest compared OMol25 entry of this formula, charge and spin)   2.879 eV
LUMO   0.031 Eh
Electronic energy   -14721.5966 eV